Formula: C6H9N
Source: the OMol25 dataset
Level of theory: ωB97M-V/def2-TZVPD

Each line ends with the Mulliken charge.
Atoms and positions in Å:
C  0.16  1.62  1.42  -1.13
C  0.07  0.76  0.17  0.36
C  -0.68  0.99  -0.89  0.01
C  -1.21  0.70  -2.05  -0.73
C  0.71  -0.63  -0.23  -0.03
C  0.00  -1.85  0.27  -0.39
N  1.44  -1.75  0.35  -0.60
H  -0.02  1.04  2.33  0.30
H  -0.58  2.43  1.40  0.34
H  1.15  2.09  1.53  0.28
H  -0.75  1.03  -2.99  0.28
H  -2.08  0.05  -2.12  0.26
H  1.00  -0.54  -1.26  0.35
H  -0.45  -2.60  -0.38  0.24
H  -0.55  -1.64  1.19  0.22
H  1.79  -1.69  1.28  0.26

Results
**Energy above the lowest of the compared OMol25 structures with the same formula, charge and spin**: 94.1 kcal per mole
**HOMO**: -8.73 eV
**SMILES**: C=C=C(C)[C@@H]1CN1
**LUMO level**: 0.868 eV